Record 1
{
  "formula": "C6H10",
  "method": "ωB97M-V/def2-TZVPD",
  "max_force_ev_per_a": 3.70,
  "charge": 0,
  "homo_ev": -8.029,
  "gap_ev": 9.088,
  "total_energy_ha": -234.52468,
  "e_above_lowest_ev": 2.118,
  "species": ["C", "C", "C", "C", "C", "C", "H", "H", "H", "H", "H", "H", "H", "H", "H", "H"],
  "coordinates": [[2.23989, 0.08736, -0.05099], [0.74435, 0.12019, 0.05616], [-0.05101, 1.20341, 0.07556], [-1.50101, 0.86654, 0.03209], [-1.53501, -0.67278, 0.23099], [-0.05523, -1.15683, 0.14617], [2.55805, -0.58410, -0.86347], [2.65462, 1.08032, -0.25119], [2.69994, -0.30008, 0.86855], [0.31649, 2.22031, 0.03980], [-2.33793, 1.54807, 0.01638], [-2.00099, 1.23849, -1.16878], [-1.99642, -1.05985, 1.15061], [-2.12370, -1.03515, -0.60309], [0.13707, -1.82054, -0.71287], [0.25091, -1.73537, 1.03408]],
  "atomic_forces_ev_per_a": [[0.03, 0.01, 0.06], [-0.35, 0.48, 0.12], [0.10, -0.03, -0.18], [-0.62, 0.33, -3.64], [-0.42, 0.08, -0.42], [-0.15, 0.13, -0.03], [-0.14, 0.17, 0.16], [-0.08, -0.14, 0.07], [-0.09, 0.06, -0.14], [0.05, 0.03, -0.06], [-0.30, 0.42, 3.23], [2.30, -1.94, 1.00], [0.03, 0.59, -0.14], [-0.06, -0.60, 0.04], [-0.10, 0.24, 0.11], [-0.19, 0.18, -0.19]]
}


Record 2
{
  "formula": "C4H6F24MnO3P4",
  "method": "ωB97M-V/def2-TZVPD",
  "max_force_ev_per_a": 1.57,
  "charge": -2,
  "homo_ev": -6.387,
  "gap_ev": 10.283,
  "total_energy_ha": -5296.07550,
  "spin_multiplicity": 6,
  "species": ["Mn", "P", "F", "F", "F", "F", "F", "F", "P", "F", "F", "F", "F", "F", "F", "P", "F", "F", "F", "F", "F", "F", "P", "F", "F", "F", "F", "F", "F", "C", "C", "C", "O", "C", "O", "O", "H", "H", "H", "H", "H", "H"],
  "coordinates": [[1.22043, -0.33439, -0.77607], [3.69610, -1.85697, -0.43376], [4.84503, -1.67894, -1.53643], [2.60627, -2.08037, -1.64790], [3.97329, -3.41381, -0.34261], [2.35082, -1.97600, 0.51625], [4.72862, -1.57474, 0.75702], [3.41001, -0.23720, -0.45588], [-1.16820, -3.44464, 0.54790], [-0.92074, -2.47790, 1.83299], [0.18612, -4.24761, 0.90281], [-2.02377, -4.45450, 1.49603], [-1.41582, -4.39811, -0.72112], [-2.50672, -2.61993, 0.20782], [-0.29827, -2.40119, -0.37361], [1.18361, 2.48463, -1.52692], [2.53432, 3.33740, -1.71039], [0.56761, 3.63140, -0.57204], [0.56871, 3.13322, -2.82595], [-0.12472, 1.52843, -1.35655], [1.78727, 1.17604, -2.35667], [1.87777, 1.81173, -0.17936], [-1.30743, -0.96580, -3.63310], [-1.49531, -2.49076, -3.25184], [-2.48468, -1.07856, -4.74871], [-2.33638, -0.51822, -2.48580], [-1.10122, 0.60499, -4.01236], [-0.07385, -0.84268, -2.49504], [-0.17931, -1.34101, -4.71669], [-1.08401, 3.49667, 3.56852], [-1.25798, 2.02907, 3.28531], [-2.44446, 1.66045, 2.39303], [-1.94551, 0.61620, 1.58166], [-0.61398, 0.58448, 1.67711], [0.07398, -0.06117, 0.95640], [-0.15274, 1.45364, 2.58980], [-0.71127, 3.97531, 2.65709], [-0.39616, 3.71770, 4.38041], [-2.05763, 3.93387, 3.79693], [-1.38646, 1.47891, 4.22569], [-2.82870, 2.48076, 1.77623], [-3.29465, 1.35962, 3.00982]],
  "atomic_forces_ev_per_a": [[-0.94, -1.12, -0.56], [0.48, -0.98, -0.35], [0.03, 0.21, 0.09], [0.08, 0.64, -0.29], [-0.23, -0.19, 0.14], [0.82, 0.27, 0.66], [-0.40, -0.16, 0.31], [-0.30, 0.24, -0.46], [-0.05, -0.07, 0.01], [0.05, 0.08, 0.25], [0.01, -0.01, 0.02], [-0.01, -0.06, 0.01], [0.07, 0.04, 0.02], [-0.10, 0.07, -0.01], [0.10, -0.05, -0.05], [0.49, 0.76, -0.11], [-0.05, -0.35, -0.25], [-0.29, -0.30, -0.16], [-0.05, -0.06, -0.19], [-0.16, 0.52, 0.93], [0.59, 0.62, -0.10], [-0.55, -0.26, 0.02], [-0.30, 0.75, -0.38], [0.08, -0.29, 0.10], [0.12, 0.06, 0.17], [-0.16, -0.07, -0.04], [0.11, -0.28, 0.14], [0.43, 0.03, 0.22], [0.02, -0.15, -0.14], [0.11, 0.26, -0.73], [-0.53, -0.40, 0.63], [-0.47, 0.69, 0.32], [-0.11, -0.17, 0.21], [-0.43, 0.70, -0.54], [0.52, -0.21, 0.18], [0.16, -0.09, 0.11], [-0.04, 0.06, 0.11], [0.05, -0.17, 0.05], [0.00, -0.01, 0.10], [0.25, 0.00, -0.04], [0.45, -0.03, -0.20], [0.14, -0.50, -0.19]]
}


Record 3
{
  "formula": "C24H32N5O2PdSb",
  "method": "ωB97M-V/def2-TZVPD",
  "max_force_ev_per_a": 0.72,
  "charge": 0,
  "homo_ev": -6.468,
  "gap_ev": 6.872,
  "total_energy_ha": -1725.96797,
  "e_above_lowest_ev": 0.585,
  "species": ["Pd", "C", "C", "C", "C", "C", "C", "N", "Sb", "C", "C", "C", "C", "C", "C", "N", "C", "C", "C", "C", "C", "C", "N", "H", "H", "H", "H", "H", "H", "H", "H", "H", "H", "H", "H", "H", "H", "H", "H", "H", "H", "C", "C", "N", "C", "C", "C", "C", "N", "H", "H", "H", "H", "H", "H", "H", "H", "H", "H", "H", "H", "H", "H", "O", "O"],
  "coordinates": [[-0.75204, 0.72383, 1.01810], [1.85805, 2.50346, -0.03033], [2.36177, 1.16148, 0.39096], [3.64145, 0.74746, 0.02791], [4.12214, -0.47215, 0.46340], [3.32616, -1.22615, 1.30853], [2.06284, -0.75067, 1.64539], [1.57122, 0.39113, 1.15972], [0.98994, -1.95439, 3.09178], [0.19205, -0.44406, 4.43040], [0.05352, -0.83197, 5.75893], [-0.34210, 0.11978, 6.68453], [-0.59869, 1.40411, 6.24610], [-0.43970, 1.71559, 4.89686], [-0.71715, 3.08415, 4.37037], [-0.02979, 0.79283, 4.01518], [-0.64980, -2.31118, 1.72706], [-0.90486, -3.65486, 1.48220], [-1.94104, -4.00814, 0.63669], [-2.69744, -2.99191, 0.08881], [-2.39678, -1.66241, 0.36159], [-3.23381, -0.58131, -0.23992], [-1.35879, -1.32188, 1.16391], [2.51411, 2.95658, -0.77219], [0.84420, 2.42578, -0.41662], [1.80792, 3.15580, 0.84440], [4.25048, 1.38630, -0.59767], [5.10513, -0.81752, 0.16829], [3.67037, -2.17128, 1.70882], [0.26921, -1.85129, 6.05488], [-0.42504, -0.12930, 7.73520], [-0.90170, 2.17561, 6.94200], [-0.70652, 3.83283, 5.16180], [-0.00412, 3.33333, 3.58898], [-1.69320, 3.08623, 3.87779], [-0.29635, -4.41133, 1.96056], [-2.15926, -5.04561, 0.41853], [-3.53664, -3.21830, -0.55479], [-4.14835, -0.99462, -0.66460], [-3.47183, 0.16947, 0.50974], [-2.66690, -0.07581, -1.02247], [0.71310, -2.18258, -3.83895], [1.40838, -0.81757, -3.86605], [0.50287, 0.31911, -3.83640], [0.19583, 0.96828, -5.10102], [-0.92588, 0.29300, -5.89089], [-0.12775, 0.65427, -2.66136], [-1.05331, 1.84272, -2.66982], [0.01550, 0.03722, -1.54600], [1.45509, -2.97354, -3.71778], [0.17105, -2.36152, -4.76675], [0.00429, -2.24761, -3.01414], [2.00511, -0.73696, -4.77513], [2.09771, -0.73738, -3.01934], [1.10479, 0.97737, -5.70673], [-0.07133, 2.00585, -4.91451], [-0.65118, -0.72421, -6.16955], [-1.12636, 0.85509, -6.80443], [-1.84250, 0.25107, -5.30203], [-0.54001, 2.74738, -2.99863], [-1.39399, 2.00349, -1.64783], [-1.91108, 1.67172, -3.32289], [0.64396, -0.75929, -1.57242], [-1.01661, 2.62664, 0.62026], [-2.22630, 2.04786, 0.88154]],
  "atomic_forces_ev_per_a": [[0.56, 0.25, 0.37], [-0.10, -0.06, 0.03], [0.03, 0.02, 0.01], [0.08, -0.10, 0.00], [-0.02, 0.05, -0.05], [-0.06, 0.01, 0.06], [0.15, -0.15, 0.30], [-0.29, 0.01, -0.21], [-0.17, 0.29, -0.32], [0.19, -0.18, -0.08], [0.00, -0.13, -0.04], [0.01, -0.01, 0.03], [0.00, 0.07, 0.02], [0.14, -0.30, -0.02], [-0.15, -0.03, -0.24], [-0.07, 0.29, -0.03], [0.08, -0.03, 0.33], [0.00, -0.01, 0.04], [-0.01, 0.12, -0.05], [-0.01, -0.20, 0.01], [0.07, 0.05, 0.11], [0.07, -0.02, 0.03], [-0.29, -0.32, -0.30], [0.03, -0.02, 0.01], [0.01, 0.04, -0.06], [-0.03, 0.01, -0.02], [-0.04, 0.03, -0.01], [0.01, 0.00, 0.01], [0.03, 0.02, 0.01], [0.01, 0.01, 0.05], [-0.06, -0.03, -0.01], [-0.01, 0.01, 0.00], [0.00, 0.00, -0.04], [0.09, 0.05, 0.00], [-0.01, 0.04, 0.03], [0.00, 0.00, 0.01], [-0.01, -0.01, 0.02], [0.01, 0.04, -0.02], [0.02, -0.03, 0.01], [-0.04, 0.06, -0.05], [0.00, 0.05, 0.02], [0.09, 0.09, -0.02], [-0.18, -0.11, 0.09], [0.10, 0.05, -0.10], [-0.19, -0.06, -0.04], [0.11, 0.06, 0.03], [0.04, -0.13, -0.02], [0.02, -0.05, 0.13], [0.01, -0.03, 0.05], [-0.02, -0.03, -0.01], [-0.02, -0.02, 0.01], [-0.01, -0.01, 0.00], [0.05, 0.04, 0.03], [0.02, 0.01, -0.03], [0.03, 0.05, 0.05], [0.05, 0.01, -0.01], [-0.02, -0.01, -0.02], [-0.03, -0.03, -0.02], [-0.01, -0.01, 0.00], [-0.01, 0.00, -0.04], [-0.04, 0.01, -0.01], [0.01, 0.05, -0.04], [0.05, 0.00, -0.19], [0.02, 0.13, 0.32], [-0.27, 0.09, -0.14]]
}


Record 4
{
  "formula": "C22H23N5O5S",
  "method": "ωB97M-V/def2-TZVPD",
  "max_force_ev_per_a": 1.58,
  "charge": 0,
  "homo_ev": -8.510,
  "gap_ev": 8.545,
  "total_energy_ha": -1900.22491,
  "e_above_lowest_ev": 2.190,
  "species": ["C", "C", "O", "C", "C", "C", "C", "C", "N", "C", "C", "C", "C", "C", "O", "S", "O", "O", "C", "C", "C", "C", "N", "C", "N", "N", "N", "C", "O", "C", "C", "C", "C", "H", "H", "H", "H", "H", "H", "H", "H", "H", "H", "H", "H", "H", "H", "H", "H", "H", "H", "H", "H", "H", "H", "H"],
  "coordinates": [[3.41831, 2.46450, -0.08121], [3.22311, 2.19271, -1.56978], [2.81141, 0.86514, -1.83757], [1.49673, 0.53436, -1.79900], [1.19185, -0.75623, -2.24093], [-0.10935, -1.20734, -2.25189], [-1.15047, -0.39280, -1.81867], [-2.55979, -0.91862, -1.74574], [-2.89345, -1.25595, -0.37080], [-4.07133, -0.67514, 0.23729], [-3.85890, 0.76787, 0.55263], [-4.34906, 1.90007, -0.03039], [-3.77764, 2.99159, 0.67014], [-2.97774, 2.44237, 1.62110], [-3.01769, 1.09841, 1.55800], [-2.36597, -2.74702, 0.14885], [-3.03820, -3.04092, 1.38085], [-2.43193, -3.70789, -0.91426], [-0.63845, -2.41383, 0.48886], [0.33828, -3.28513, 0.05629], [1.66360, -2.93761, 0.24047], [1.99544, -1.73178, 0.84529], [3.34891, -1.39413, 0.92153], [4.02874, -0.50826, 1.69471], [5.29071, -0.55719, 1.36455], [5.38676, -1.46222, 0.39522], [4.26584, -1.96768, 0.12189], [0.99272, -0.86424, 1.31931], [1.38249, 0.29392, 1.90606], [0.38371, 1.20271, 2.32274], [-0.33421, -1.23328, 1.13380], [-0.84608, 0.89076, -1.39131], [0.45788, 1.35881, -1.37723], [2.51128, 2.24281, 0.47526], [3.68227, 3.50793, 0.06811], [4.22103, 1.84342, 0.30765], [2.51635, 2.90640, -2.01017], [4.18093, 2.29177, -2.08833], [2.00424, -1.38252, -2.57348], [-0.32807, -2.20507, -2.60115], [-3.26970, -0.16617, -2.09617], [-2.65640, -1.82096, -2.35827], [-4.23667, -1.24479, 1.15501], [-4.95024, -0.77516, -0.41201], [-5.03801, 1.95349, -0.84824], [-3.94283, 4.03308, 0.48647], [-2.35992, 2.88075, 2.37965], [0.05217, -4.19906, -0.43632], [2.46446, -3.57148, -0.10601], [3.59695, 0.10609, 2.45181], [0.92209, 2.05107, 2.74395], [-0.25976, 0.76293, 3.08892], [-0.22359, 1.53129, 1.47586], [-1.14759, -0.60490, 1.45348], [-1.64160, 1.54618, -1.06587], [0.64639, 2.36696, -1.04101]],
  "atomic_forces_ev_per_a": [[-0.07, -0.20, -0.36], [0.12, 0.38, 0.18], [-0.01, -0.26, 0.00], [-0.20, -0.23, -0.09], [0.18, 0.23, 0.04], [-0.09, 0.27, -0.11], [0.03, 0.22, -0.34], [0.39, 0.00, -0.34], [0.11, -1.07, 0.34], [-0.09, 0.08, 0.53], [-0.64, 0.21, -0.74], [0.12, -0.63, 0.23], [0.39, -0.06, 0.41], [-0.21, 0.76, -0.31], [0.16, -0.48, 0.19], [0.10, 0.25, 0.19], [0.01, 0.21, 0.12], [0.23, 0.14, -0.15], [-0.37, -0.21, -0.10], [-0.13, -0.07, 0.05], [-0.06, 0.10, 0.23], [-0.77, -0.32, -0.12], [1.06, 0.96, 0.68], [-0.14, -0.38, -0.24], [-0.01, 0.74, 0.79], [0.83, -0.28, -0.46], [-0.87, -0.76, -0.73], [-0.11, -0.30, -0.16], [0.26, -0.28, -0.10], [-0.15, 0.19, 0.06], [0.26, 0.16, 0.23], [-0.08, -0.18, -0.14], [0.27, 0.20, 0.03], [-0.10, 0.01, 0.08], [0.03, 0.14, 0.04], [0.06, -0.03, 0.04], [0.07, -0.09, -0.02], [-0.17, 0.05, 0.02], [0.12, -0.10, -0.04], [-0.02, -0.16, -0.04], [0.00, -0.08, 0.08], [-0.08, 0.22, -0.11], [-0.25, 0.17, -0.08], [0.09, 0.04, 0.11], [-0.16, -0.09, -0.19], [0.01, 0.24, 0.03], [0.10, -0.03, 0.15], [0.05, -0.13, -0.12], [0.01, -0.05, -0.02], [-0.15, 0.11, 0.12], [-0.08, -0.04, -0.03], [0.00, -0.01, -0.02], [0.01, -0.03, 0.01], [-0.01, 0.26, 0.04], [-0.13, 0.10, 0.09], [0.06, 0.09, 0.03]]
}


Record 5
{
  "formula": "C14H25AlNO4P2S",
  "method": "ωB97M-V/def2-TZVPD",
  "max_force_ev_per_a": 3.59,
  "charge": 1,
  "homo_ev": [-8.874, -8.875],
  "gap_ev": [5.702, 5.703],
  "total_energy_ha": -2227.22276,
  "e_above_lowest_ev": 0.000,
  "species": ["Al", "H", "H", "P", "P", "C", "H", "H", "H", "C", "H", "H", "H", "C", "H", "H", "H", "C", "H", "H", "H", "C", "H", "H", "H", "C", "H", "H", "H", "C", "O", "H", "O", "C", "N", "S", "O", "O", "C", "C", "C", "C", "C", "C", "H", "H", "H", "H"],
  "coordinates": [[-0.11532, 0.63002, -0.60822], [3.79896, 0.65855, 2.51466], [3.61526, -0.07174, 2.50840], [1.05838, 3.41440, 0.46252], [0.73201, -0.71209, -2.39848], [-0.67105, -1.22630, -3.43174], [-0.33367, -2.04203, -4.08636], [-1.50928, -1.54450, -2.79174], [-0.98598, -0.36762, -4.04095], [1.91624, 0.13313, -3.48936], [2.82371, 0.37579, -2.90742], [2.17869, -0.52239, -4.33129], [1.45737, 1.06570, -3.86323], [1.58561, -2.26077, -1.95718], [0.91918, -2.89361, -1.35091], [1.87404, -2.80225, -2.87201], [2.48573, -2.02277, -1.37048], [2.03877, 4.50757, -0.58190], [2.20554, 5.46961, -0.05771], [3.01812, 4.06690, -0.82261], [1.51545, 4.71207, -1.52879], [-0.49819, 4.24824, 0.79762], [-1.13057, 3.60931, 1.43243], [-0.28757, 5.20631, 1.31313], [-1.02783, 4.43352, -0.14795], [1.94260, 3.28170, 2.01747], [2.94883, 2.86354, 1.86647], [2.02002, 4.30087, 2.44674], [1.39731, 2.61948, 2.71149], [-2.11017, 1.39100, -0.84684], [-3.10908, 1.94721, -1.01242], [0.85581, 2.02898, -0.18115], [1.12946, -1.63817, 1.30455], [-0.09836, -1.66769, 1.23833], [-0.78184, -0.67164, 0.55008], [-2.47239, -0.83697, 0.49287], [-3.06420, 0.22729, 1.24907], [-2.86037, -1.07780, -0.88421], [-2.35559, -2.35041, 1.41018], [-3.41646, -3.19477, 1.72506], [-3.16749, -4.39465, 2.42253], [-1.84179, -4.71185, 2.79748], [-0.79279, -3.84866, 2.45598], [-1.06040, -2.64786, 1.76638], [-4.40247, -2.88081, 1.39841], [-4.00543, -5.06307, 2.66030], [-1.65946, -5.65707, 3.32439], [0.24067, -4.08370, 2.69644]],
  "atomic_forces_ev_per_a": [[0.23, -0.77, -0.02], [-0.06, -0.40, 0.02], [0.06, 0.38, -0.02], [1.63, 1.67, 0.63], [-0.29, -0.79, -0.50], [0.12, -0.11, -0.32], [-0.33, 0.20, 0.03], [0.35, 0.04, -0.29], [-0.03, -0.28, 0.10], [-0.06, 0.28, 0.08], [-0.39, -0.07, -0.32], [-0.05, 0.23, 0.21], [0.31, -0.38, 0.10], [0.04, -0.06, 0.23], [0.28, 0.22, -0.19], [-0.12, 0.21, 0.27], [-0.33, -0.16, -0.13], [0.22, 0.88, -0.07], [0.00, -0.36, -0.39], [-0.35, 0.04, 0.18], [0.12, -0.07, 0.31], [-0.23, 0.13, 0.08], [0.15, 0.24, -0.11], [-0.27, -0.48, -0.28], [0.12, 0.05, 0.29], [0.09, 0.46, 0.71], [-0.35, 0.19, -0.04], [0.10, -0.61, 0.08], [0.19, 0.30, -0.23], [-3.16, 1.34, -1.07], [3.25, -1.02, 0.31], [-0.47, -0.12, -0.20], [-1.34, -0.49, 0.09], [1.33, 1.24, -0.47], [-1.34, 0.21, -0.38], [2.10, -1.81, 0.68], [-0.35, -0.14, -0.18], [-0.26, 0.11, 0.78], [-1.24, -0.65, 0.28], [0.14, -0.10, 0.10], [0.33, 0.65, -0.23], [-0.48, 0.23, -0.35], [-0.11, 0.38, -0.15], [0.10, -1.32, 0.50], [-0.08, -0.36, 0.18], [0.50, 0.32, -0.09], [0.07, 0.54, -0.24], [-0.18, -0.01, 0.03]]
}